Arrangement a

Density functional theory data (wB97M-V/def2-TZVPD) for an isolated molecule of C2H2Cl2O2S.

CARTESIAN COORDINATES (ANGSTROEM)
C 1.556 -0.191 -0.137
C 0.254 -0.511 -0.063
Cl -0.350 -2.141 -0.167
S -1.090 0.591 0.281
O -2.060 -0.015 1.126
O -0.477 1.814 0.677
Cl -2.039 0.877 -1.443
H 2.159 -1.209 -0.266
H 2.049 0.785 -0.007

The value obtained for the HOMO energy is -10.9 eV. As for the SMILES: C=C(Cl)S(=O)(=O)Cl. The value obtained for the orbital gap is 10.47 eV. As for the spin multiplicity: 1. The LUMO energy is -0.4 eV.

Results of the Löwdin charge analysis, in e, for atoms 1 through 5: atom 1 (C): 0.01, atom 2 (C): -0.87, atom 3 (Cl): 0.67, atom 4 (S): 0.23, atom 5 (O): -0.35

Arrangement b

Density functional theory data (wB97M-V/def2-TZVPD) for a cluster of 2 separate species, C2H2Cl2O2S in total.

CARTESIAN COORDINATES (ANGSTROEM)
C -1.178 0.365 0.415
C 1.266 -0.211 -0.840
O -2.134 1.131 2.690
O 0.910 -1.096 -1.805
S -0.905 0.782 1.937
Cl 1.831 1.304 -1.245
Cl 2.086 -0.965 0.582
H -1.935 0.284 -0.201
H 0.059 -1.594 -1.532

The value obtained for the HOMO energy (spin up / spin down) is -10.0 / -8.8 eV. The value obtained for the orbital gap (spin up / spin down) is 9.15 / 7.01 eV. As for the spin multiplicity: 1. The LUMO energy (spin up / spin down) is -0.8 / -1.8 eV.

Results of the Löwdin charge analysis, in e, for atoms 1 through 5: atom 1 (C): -0.25, atom 2 (C): -1.23, atom 3 (O): -0.57, atom 4 (O): -0.11, atom 5 (S): 0.80

It turns out arrangement a is the most stable, with the second structure 3.898 eV higher.

Arrangement a

Density functional theory data (wB97M-V/def2-TZVPD) for a cluster of 2 separate species, C4H9O in total.

CARTESIAN COORDINATES (ANGSTROEM)
C -0.029 -2.851 -1.376
O -0.072 -1.728 -0.481
H -0.808 -3.672 -0.988
H 0.909 -3.404 -1.562
H -0.500 -2.747 -2.299
C 0.851 2.225 1.513
C 0.198 1.268 0.536
C -0.959 1.499 -0.087
H 0.181 2.372 2.362
H 1.220 3.271 1.207
H 1.740 1.708 1.903
H 0.647 0.287 0.176
H -1.560 0.830 -0.713
H -1.626 2.336 0.250

The value obtained for the HOMO energy is -2.0 eV. The value obtained for the orbital gap is 5.94 eV. As for the spin multiplicity: 1. The LUMO energy is 4.0 eV. As for the net charge: -1.

Results of the Löwdin charge analysis, in e, for atoms 1 through 5: atom 1 (C): -0.43, atom 2 (O): -0.48, atom 3 (H): 0.04, atom 4 (H): 0.02, atom 5 (H): -0.02

Arrangement b

Density functional theory data (wB97M-V/def2-TZVPD) for a cluster of 2 separate species, C4H9O in total.

CARTESIAN COORDINATES (ANGSTROEM)
C -1.192 -0.275 0.194
O -2.148 0.615 0.083
C -0.210 -0.694 -1.014
C 0.251 0.076 0.212
C 1.236 -0.655 1.102
H -1.487 -1.217 0.718
H 7.131 4.020 -2.926
H -0.503 -0.219 -1.940
H -0.083 -1.764 -1.070
H 6.561 4.320 -2.558
H 0.371 1.152 0.159
H 0.875 -1.678 1.205
H 1.296 -0.197 2.095
H 2.268 -0.749 0.745

The value obtained for the HOMO energy is -1.7 eV. The value obtained for the orbital gap is 5.78 eV. As for the spin multiplicity: 1. The LUMO energy is 4.1 eV. As for the net charge: -1.

Results of the Löwdin charge analysis, in e, for atoms 1 through 5: atom 1 (C): -0.60, atom 2 (O): -0.30, atom 3 (C): -0.13, atom 4 (C): -0.36, atom 5 (C): -0.12

It turns out arrangement b is the most stable, with the second structure 0.185 eV higher.

Arrangement a

Density functional theory data (wB97M-V/def2-TZVPD) for a structure of composition C32H32I3N5O4Ru.

CARTESIAN COORDINATES (ANGSTROEM)
Ru -0.536 -0.763 -1.183
C -1.414 -2.293 2.817
C -1.349 -1.264 1.708
O -0.348 -1.373 0.915
C -2.326 -0.297 1.625
C -2.331 0.799 0.697
C -3.259 1.943 1.007
N -1.572 0.859 -0.356
N -1.618 2.077 -1.046
C -0.508 2.217 -1.717
O 0.455 1.384 -1.720
C -0.365 3.466 -2.533
C 0.833 3.706 -3.194
C 0.995 4.850 -3.965
C -0.044 5.761 -4.085
C -1.246 5.522 -3.429
C -1.406 4.382 -2.658
H -0.494 -2.875 2.820
H -2.250 -2.975 2.640
H -1.562 -1.832 3.796
H -3.102 -0.296 2.379
H -3.990 1.633 1.753
H -3.755 2.290 0.102
H -2.702 2.798 1.395
H 1.627 2.978 -3.090
H 1.934 5.027 -4.477
H 0.078 6.651 -4.691
H -2.064 6.227 -3.525
H -2.337 4.175 -2.147
I 1.391 -5.628 -1.027
C -0.547 -4.907 -0.843
C -1.581 -5.763 -0.435
C -2.874 -5.328 -0.313
I -4.345 -6.691 0.266
C -3.197 -3.971 -0.580
C -4.487 -3.394 -0.519
C -4.655 -2.073 -0.812
C -3.536 -1.278 -1.113
N -2.325 -1.781 -1.157
C -2.143 -3.117 -0.942
C -0.785 -3.570 -1.140
O 0.072 -2.731 -1.599
H -1.341 -6.796 -0.221
H -5.332 -4.014 -0.252
H -5.632 -1.611 -0.790
H -3.632 -0.221 -1.314
I -2.467 0.178 -4.186
C -0.669 -0.621 -3.229
H 0.082 0.046 -3.646
H -0.588 -1.608 -3.685
C 1.010 0.887 3.197
C 2.158 1.556 2.454
N 3.451 0.905 2.661
C 4.080 1.084 3.967
C 4.051 -0.178 4.818
C 4.181 0.253 1.720
O 5.339 -0.092 1.936
C 3.572 -0.025 0.378
C 4.389 0.101 -0.739
C 3.851 -0.127 -1.991
C 2.512 -0.470 -2.084
N 1.741 -0.646 -1.017
C 2.265 -0.442 0.189
H 0.059 1.327 2.889
H 1.117 1.015 4.277
H 0.965 -0.180 2.983
H 2.265 2.585 2.813
H 1.952 1.631 1.390
H 3.544 1.892 4.467
H 5.112 1.402 3.814
H 3.027 -0.521 4.974
H 4.502 0.013 5.794
H 4.614 -0.972 4.330
H 5.424 0.383 -0.601
H 4.447 -0.023 -2.887
H 2.036 -0.623 -3.043
H 1.584 -0.631 1.006

The value obtained for the HOMO energy (spin up / spin down) is -4.2 / -4.1 eV. The value obtained for the orbital gap (spin up / spin down) is 6.25 / 6.17 eV. As for the spin multiplicity: 2. The LUMO energy (spin up / spin down) is 2.0 / 2.0 eV. As for the net charge: -1.

Results of the Löwdin charge analysis, in e, for atoms 1 through 5: atom 1 (Ru): 1.30, atom 2 (C): -0.02, atom 3 (C): -0.49, atom 4 (O): -0.18, atom 5 (C): -0.07

Arrangement b

Density functional theory data (wB97M-V/def2-TZVPD) for a structure of composition C32H32I3N5O4Ru.

CARTESIAN COORDINATES (ANGSTROEM)
Ru 0.294 0.399 -1.040
C -2.829 2.472 1.067
C -1.831 2.138 -0.013
O -0.811 1.461 0.348
C -2.077 2.632 -1.288
C -1.337 2.418 -2.476
C -1.822 3.054 -3.746
N -0.293 1.637 -2.525
N 0.323 1.435 -3.779
C 1.199 0.487 -3.686
O 1.501 -0.173 -2.610
C 1.926 0.123 -4.945
C 1.643 0.768 -6.142
C 2.292 0.400 -7.313
C 3.233 -0.621 -7.302
C 3.527 -1.264 -6.106
C 2.874 -0.893 -4.934
H -2.668 1.819 1.917
H -3.849 2.342 0.700
H -2.714 3.509 1.397
H -2.972 3.231 -1.397
H -2.649 3.733 -3.544
H -2.152 2.276 -4.436
H -1.011 3.586 -4.239
H 0.904 1.560 -6.139
H 2.060 0.912 -8.241
H 3.729 -0.917 -8.220
H 4.264 -2.060 -6.085
H 3.080 -1.390 -3.995
I -5.386 0.051 -1.743
C -4.076 -1.024 -0.527
C -4.561 -1.624 0.621
C -3.676 -2.326 1.419
I -4.485 -3.283 3.100
C -2.295 -2.407 1.162
C -1.379 -3.165 1.925
C -0.021 -3.139 1.577
C 0.400 -2.338 0.550
N -0.429 -1.575 -0.216
C -1.788 -1.669 0.027
C -2.719 -1.084 -0.845
O -2.318 -0.546 -2.045
H -5.611 -1.569 0.871
H -1.729 -3.779 2.743
H 0.703 -3.728 2.130
H 1.448 -2.295 0.280
I -2.914 -3.060 -3.631
C -1.675 -1.397 -2.930
H -0.805 -1.877 -2.502
H -1.439 -0.830 -3.820
C -1.030 0.099 3.959
C -0.037 1.243 4.107
N 1.222 0.836 4.748
C 1.237 0.847 6.214
C 1.184 -0.546 6.832
C 2.376 0.445 4.156
O 3.368 0.241 4.846
C 2.545 0.277 2.647
C 3.856 0.123 2.233
C 4.156 0.011 0.887
C 3.130 0.065 -0.033
N 1.868 0.156 0.346
C 1.571 0.238 1.658
H -1.925 0.426 3.430
H -1.336 -0.277 4.940
H -0.602 -0.736 3.406
H -0.474 2.012 4.743
H 0.166 1.728 3.156
H 0.377 1.432 6.535
H 2.141 1.354 6.547
H 0.290 -1.084 6.508
H 1.167 -0.470 7.923
H 2.063 -1.117 6.540
H 4.626 0.106 2.994
H 5.178 -0.105 0.550
H 3.291 0.019 -1.104
H 0.517 0.264 1.856

The value obtained for the HOMO energy (spin up / spin down) is -2.6 / -4.3 eV. The value obtained for the orbital gap (spin up / spin down) is 4.80 / 6.52 eV. As for the spin multiplicity: 2. The LUMO energy (spin up / spin down) is 2.2 / 2.2 eV. As for the net charge: -1.

Results of the Löwdin charge analysis, in e, for atoms 1 through 5: atom 1 (Ru): 1.21, atom 2 (C): -0.02, atom 3 (C): -0.46, atom 4 (O): -0.18, atom 5 (C): -0.05

It turns out arrangement a is the most stable, with the second structure 1.360 eV higher.

Arrangement a

Density functional theory data (wB97M-V/def2-TZVPD) for an isolated molecule of C5H12N2OS.

CARTESIAN COORDINATES (ANGSTROEM)
C -1.872 0.865 -1.323
C -1.518 0.601 0.117
C -2.654 0.250 1.029
C 2.662 -0.422 1.021
C 1.442 -1.480 -0.830
N -0.353 0.648 0.593
N 1.946 -0.282 -0.217
O 1.622 2.150 0.312
S 0.969 1.090 -0.422
H -2.000 -0.090 -1.834
H -1.100 1.437 -1.827
H -2.820 1.398 -1.383
H -3.303 1.117 1.147
H -3.246 -0.561 0.610
H -2.271 -0.035 2.004
H 3.662 -0.817 0.829
H 2.753 0.576 1.449
H 2.143 -1.076 1.730
H 0.875 -1.198 -1.715
H 2.273 -2.122 -1.134
H 0.789 -2.052 -0.156

The value obtained for the HOMO energy is -8.6 eV. The value obtained for the orbital gap is 9.39 eV. As for the spin multiplicity: 1. The LUMO energy is 0.8 eV.

Results of the Löwdin charge analysis, in e, for atoms 1 through 5: atom 1 (C): -0.06, atom 2 (C): -0.48, atom 3 (C): -0.04, atom 4 (C): -0.13, atom 5 (C): -0.15

Arrangement b

Density functional theory data (wB97M-V/def2-TZVPD) for a cluster of 2 separate species, C5H12N2OS in total.

CARTESIAN COORDINATES (ANGSTROEM)
C 2.510 -1.584 -0.780
C -1.841 0.727 -0.261
C -2.610 1.852 0.383
C -2.645 -0.220 -1.106
C 3.813 -0.770 1.053
N -0.604 0.531 -0.165
N 3.098 -0.576 -0.183
O 3.794 1.856 0.201
S 3.087 1.012 -0.783
H 1.976 -1.393 -1.688
H 2.558 -2.574 -0.368
H -3.586 1.511 0.721
H -2.759 2.638 -0.361
H -2.062 2.277 1.223
H -2.179 -0.321 -2.083
H -3.671 0.118 -1.220
H -2.638 -1.205 -0.641
H 3.611 0.077 1.711
H 3.513 -1.699 1.530
H 4.889 -0.779 0.861
H -0.102 1.204 0.411

The value obtained for the HOMO energy (spin up / spin down) is -6.6 / -6.9 eV. The value obtained for the orbital gap (spin up / spin down) is 6.81 / 7.24 eV. As for the spin multiplicity: 1. The LUMO energy (spin up / spin down) is 0.2 / 0.4 eV.

Results of the Löwdin charge analysis, in e, for atoms 1 through 5: atom 1 (C): -0.03, atom 2 (C): -0.50, atom 3 (C): -0.05, atom 4 (C): -0.06, atom 5 (C): -0.09

It turns out arrangement a is the most stable, with the second structure 1.488 eV higher.